DFT (ωB97M-V/def2-TZVPD) results for a molecular structure, C31H58Cl25F3NO3 in a non-equilibrium geometry.

DFT total energy in Eh: -13300.73328
Frontier orbital gap in eV: 6.20
HOMO level in Ha: -0.173
Maximum force in eV/Å: 7.98
Net charge: -1

Each line ends with the Löwdin charge.
Cartesian coordinates (Å):
C -2.306 4.090 -0.270  -0.1505
C -3.589 3.018 -0.238  -0.1977
C -2.971 1.579 -0.737  -0.2161
O -2.075 1.097 0.320  -0.1769
C -2.602 -0.074 1.033  -0.5764
Cl -2.445 -1.518 -0.178  0.6135
C -4.187 0.115 1.535  -0.4088
O -5.168 -0.397 0.751  -0.1680
O -4.570 0.792 2.793  -0.2677
N -1.837 -0.474 2.274  -0.0531
C -2.047 -1.919 2.663  -0.2934
C -0.385 -0.067 2.244  -0.2111
F 0.357 -0.489 1.018  -0.0080
F 0.276 -0.820 3.376  -0.0282
F -0.157 1.387 2.590  0.0115
H -2.655 5.187 -0.480  0.0481
H -1.540 3.820 -1.144  0.0455
H -1.665 3.985 0.730  0.0894
H -4.514 3.395 -0.850  0.0780
H -3.858 2.884 0.917  0.0987
H -3.759 0.809 -1.127  0.1210
H -2.275 1.832 -1.673  0.0939
H -3.150 -2.322 2.449  0.1041
H -1.893 -2.096 3.834  -0.0383
H -1.291 -2.675 2.144  -0.0727
Cl -1.665 2.778 -4.330  0.5547
C -2.853 4.104 -4.385  -0.6460
C -2.192 5.459 -4.582  -0.6746
Cl -1.253 5.963 -3.154  0.5486
H -3.440 4.073 -3.462  0.0634
H -3.524 3.893 -5.223  0.0723
H -2.955 6.226 -4.745  0.0077
H -1.521 5.459 -5.447  0.0692
Cl 5.599 -2.299 3.481  0.5099
C 4.170 -1.473 2.811  -0.6428
C 3.742 -2.060 1.475  -0.6314
Cl 4.916 -1.714 0.181  0.5545
H 4.402 -0.407 2.727  0.0716
H 3.365 -1.589 3.543  0.0732
H 2.790 -1.620 1.164  0.0662
H 3.612 -3.145 1.535  0.0635
Cl 7.219 3.124 -0.626  0.5351
C 7.505 1.436 -0.135  -0.6724
C 8.689 1.304 0.810  -0.6736
Cl 10.238 1.642 -0.002  0.5250
H 7.644 0.838 -1.041  0.0700
H 6.593 1.092 0.362  0.0541
H 8.748 0.281 1.192  0.0025
H 8.599 1.982 1.665  0.0721
Cl -5.520 5.225 1.795  0.5524
C -6.949 6.050 1.125  -0.6518
C -7.377 5.464 -0.211  -0.6537
Cl -6.203 5.809 -1.505  0.5272
H -6.717 7.116 1.041  0.0685
H -7.754 5.934 1.857  0.0481
H -8.329 5.904 -0.522  0.0670
H -7.508 4.379 -0.151  0.0762
Cl 6.964 -4.858 2.069  0.5300
C 8.090 -4.928 0.690  -0.7241
C 9.311 -4.047 0.901  -0.6459
Cl 8.905 -2.314 0.861  0.5717
H 7.540 -4.646 -0.212  0.0141
H 8.399 -5.973 0.587  0.0518
H 10.037 -4.220 0.100  0.0727
H 9.801 -4.259 1.856  0.0701
Cl 2.882 -2.966 -5.578  0.5584
C 3.611 -1.885 -4.363  -0.6476
C 2.965 -2.041 -2.995  -0.6972
Cl 1.292 -1.430 -2.968  0.5618
H 3.532 -0.858 -4.732  0.0707
H 4.672 -2.145 -4.305  0.0714
H 3.524 -1.464 -2.253  0.0272
H 2.950 -3.087 -2.673  -0.0446
Cl -5.234 -1.902 4.637  0.6086
C -4.949 -3.590 5.128  -0.6610
C -3.765 -3.722 6.073  -0.6197
Cl -2.216 -3.384 5.261  0.6283
H -4.809 -4.188 4.222  0.0495
H -5.861 -3.934 5.625  0.0667
H -3.705 -4.745 6.455  0.0637
H -3.854 -3.044 6.928  0.0681
Cl -5.278 6.668 4.666  0.5282
C -6.202 6.358 6.158  -0.6642
C -7.103 5.140 6.032  -0.6536
Cl -8.452 5.416 4.901  0.5343
H -6.774 7.259 6.396  0.0640
H -5.470 6.198 6.955  0.0694
H -7.548 4.904 7.003  0.0690
H -6.548 4.261 5.690  0.0796
Cl 3.051 -5.063 -1.441  0.6180
C 3.336 -6.752 -0.950  -0.6398
C 4.520 -6.883 -0.006  -0.6320
Cl 6.069 -6.546 -0.818  0.6148
H 3.475 -7.350 -1.856  0.0715
H 2.424 -7.095 -0.453  0.0702
H 4.579 -7.907 0.376  0.0761
H 4.430 -6.206 0.849  0.0545
Cl 6.061 -6.665 -9.302  0.5234
C 5.008 -5.254 -9.032  -0.6659
C 3.927 -5.534 -7.999  -0.6839
Cl 2.716 -6.698 -8.591  0.5318
H 4.578 -4.963 -9.995  0.0692
H 5.651 -4.440 -8.686  0.0720
H 3.390 -4.610 -7.764  0.0197
H 4.350 -5.927 -7.070  0.0699
Cl -3.410 -6.987 3.590  0.5436
C -2.284 -7.058 2.212  -0.6560
C -1.063 -6.177 2.422  -0.6070
Cl -1.470 -4.443 2.382  0.6943
H -2.834 -6.775 1.309  0.0728
H -1.976 -8.103 2.109  0.0666
H -0.337 -6.350 1.622  0.0657
H -0.573 -6.389 3.377  0.0705
Cl -4.214 9.612 -1.895  0.5358
C -2.651 10.142 -2.565  -0.6625
C -2.713 10.356 -4.069  -0.6540
Cl -2.912 8.826 -4.959  0.5713
H -1.896 9.396 -2.295  0.0656
H -2.395 11.081 -2.066  0.0699
H -1.780 10.806 -4.419  0.0710
H -3.537 11.021 -4.347  0.0675

DFT (ωB97M-V/def2-TZVPD) results for 3 unconnected molecules or ions with the total composition C31H58F2I2N6O5P in a non-equilibrium geometry.

Expectation value of S²: 2.010
DFT total energy in Eh: -3056.44655
Frontier orbital gap (alpha / beta) in eV: 6.00 / 6.59
HOMO level (alpha / beta) in Ha: -0.381 / -0.403
Maximum force in eV/Å: 10.76
Multiplicity: 3
Net charge: +1

Each line ends with the Löwdin charge.
Cartesian coordinates (Å):
C -0.760 -2.817 -2.243  -0.1174
C -2.017 -1.846 -2.635  -0.1557
C -1.601 -0.585 -3.652  -0.1689
F -0.369 0.010 -3.011  -0.0647
N -1.403 -1.058 -5.065  -0.0022
C -0.006 -1.443 -5.603  -0.1385
C 0.172 -3.092 -5.749  -0.2472
C 1.695 -3.294 -6.410  -0.6533
I 1.805 -2.799 -8.539  0.6998
C -2.382 -1.243 -6.027  -0.0988
N -2.195 -1.712 -7.483  0.1061
C -3.508 -1.738 -8.229  -0.2201
P -3.746 -2.195 -10.061  0.9782
O -2.234 -2.939 -10.588  -0.3093
O -4.976 -3.430 -10.292  -0.3184
N -4.444 -1.316 -7.122  -0.0871
C -5.882 -1.233 -7.573  -0.0350
C -6.319 0.286 -8.118  -0.1540
O -7.645 0.530 -8.143  0.0239
F -5.359 1.306 -8.600  -0.0070
N -3.854 -1.027 -5.869  -0.0010
C -4.737 -0.561 -4.755  -0.1156
C -4.795 1.107 -4.868  -0.2763
C -4.720 1.862 -3.415  -0.6496
I -6.768 2.370 -2.758  0.7017
H -0.796 -3.133 -1.093  0.0948
H 0.301 -2.406 -2.510  0.0870
H -0.884 -3.842 -2.842  0.0777
H -2.956 -2.444 -3.022  0.1147
H -2.368 -1.318 -1.625  0.1205
H -2.407 0.288 -3.533  0.1424
H 0.871 -1.088 -4.924  0.1359
H 0.198 -0.962 -6.677  0.1119
H -0.564 -3.565 -6.541  0.0950
H 0.203 -3.652 -4.722  0.0921
H 2.401 -2.532 -5.833  0.0666
H 2.120 -4.361 -6.188  0.0687
H -2.309 -3.893 -10.248  0.0820
H -4.814 -4.226 -9.704  0.0803
H -6.148 -1.957 -8.484  0.1490
H -6.678 -1.494 -6.739  0.1530
H -5.863 -0.906 -4.809  0.1416
H -4.375 -0.785 -3.667  0.1190
H -5.687 1.466 -5.560  0.1036
H -3.803 1.400 -5.461  0.1257
H -4.191 2.913 -3.614  0.0792
H -4.085 1.317 -2.598  0.0580
C 0.407 -1.853 4.867  -0.0329
C 0.481 -1.425 3.377  -0.4649
C 0.961 0.043 3.236  -0.1405
C -0.105 1.087 3.531  -0.1811
C -1.360 0.819 2.704  -0.1368
C -1.908 -0.623 2.905  -0.4706
N -0.848 -1.677 2.721  -0.0124
O -0.615 -1.799 1.341  -0.0605
C -2.551 -0.720 4.312  -0.0494
C -3.126 -0.829 1.947  -0.0509
C 1.638 -2.332 2.825  -0.0468
H -0.428 -1.445 5.422  0.0503
H 0.346 -2.945 4.959  0.0894
H 1.306 -1.531 5.407  0.0921
H 1.322 0.216 2.211  0.1248
H 1.825 0.225 3.888  0.1027
H -0.333 1.096 4.601  0.1093
H 0.281 2.081 3.289  0.1162
H -2.129 1.555 2.981  0.1255
H -1.133 0.995 1.650  0.1170
H -2.766 -1.760 4.583  0.0949
H -3.506 -0.176 4.355  0.0873
H -1.948 -0.268 5.104  0.0627
H -2.874 -0.664 0.898  0.0502
H -3.936 -0.124 2.177  0.0836
H -3.538 -1.843 2.049  0.0894
H 1.359 -3.392 2.844  0.0839
H 2.542 -2.220 3.440  0.0858
H 1.928 -2.072 1.801  0.0725
C 6.583 1.322 6.141  -0.0369
C 5.515 1.899 5.175  -0.4688
C 6.035 3.170 4.454  -0.1432
C 6.016 4.431 5.304  -0.1861
C 4.630 4.649 5.907  -0.1359
C 4.131 3.415 6.712  -0.4731
N 4.236 2.132 5.930  -0.0120
O 3.191 2.127 4.992  -0.0467
C 4.932 3.328 8.036  -0.0511
C 2.673 3.698 7.200  -0.0478
C 5.407 0.775 4.085  -0.0497
H 6.724 1.880 7.059  0.0500
H 6.336 0.293 6.431  0.0895
H 7.568 1.296 5.659  0.0903
H 5.425 3.362 3.559  0.1228
H 7.057 3.007 4.086  0.1226
H 6.779 4.367 6.085  0.1068
H 6.278 5.293 4.684  0.1148
H 4.663 5.534 6.558  0.1267
H 3.928 4.886 5.103  0.1204
H 4.767 2.370 8.541  0.0945
H 4.628 4.115 8.741  0.0877
H 6.007 3.478 7.911  0.0606
H 1.985 3.917 6.381  0.0707
H 2.639 4.572 7.865  0.0844
H 2.276 2.843 7.766  0.0890
H 4.997 -0.151 4.504  0.0806
H 6.399 0.539 3.676  0.0882
H 4.785 1.070 3.233  0.0725

Look up the net charge of the first one. -1

What is the net charge in the first record? -1

Look up the net charge of the first one. -1

The highest net charge belongs to which entry? C31H58F2I2N6O5P